DFT (ωB97M-V with the def2-TZVPD basis set) results for a structure of composition C39H36AsGeN4O3S4W.

CARTESIAN COORDINATES (ANGSTROEM)
W  0.65  0.33  0.62
N  -0.77  1.55  3.59
N  -0.45  0.51  4.46
C  0.00  -0.68  4.07
N  0.21  -1.57  5.06
S  0.38  -1.33  2.53
H  0.03  2.16  3.47
H  -1.58  2.04  3.94
H  -0.46  0.69  5.45
H  0.22  -1.29  6.03
H  0.68  -2.43  4.83
S  1.40  0.63  -4.07
C  1.03  0.46  -2.55
N  0.71  0.38  -1.41
O  1.57  1.26  2.16
S  3.10  0.92  1.85
O  3.82  2.15  1.73
O  2.80  0.28  0.48
S  3.76  -0.37  3.09
C  4.36  -2.55  -3.61
C  3.06  -2.96  -3.90
C  2.06  -2.83  -2.94
C  2.36  -2.28  -1.70
C  3.66  -1.86  -1.42
C  4.65  -2.00  -2.38
As  0.96  -2.18  -0.37
C  1.38  -3.60  0.88
C  2.69  -3.75  1.33
C  2.98  -4.71  2.28
C  1.98  -5.52  2.80
C  0.67  -5.36  2.35
C  0.37  -4.40  1.41
C  -0.60  -2.83  -1.29
C  -1.59  -1.96  -1.74
C  -2.66  -2.45  -2.46
C  -2.76  -3.81  -2.73
C  -1.77  -4.68  -2.29
C  -0.69  -4.19  -1.57
H  5.13  -2.66  -4.36
H  2.82  -3.38  -4.86
H  1.06  -3.14  -3.19
H  3.90  -1.40  -0.47
H  5.65  -1.66  -2.15
H  3.48  -3.13  0.95
H  4.00  -4.83  2.63
H  2.21  -6.27  3.54
H  -0.12  -5.99  2.75
H  -0.66  -4.27  1.08
H  -1.51  -0.90  -1.55
H  -3.42  -1.77  -2.82
H  -3.60  -4.19  -3.30
H  -1.84  -5.73  -2.51
H  0.08  -4.87  -1.24
C  -1.18  0.37  0.80
Ge  -1.30  2.23  -0.17
C  -2.55  3.18  0.99
C  -2.64  4.56  0.79
C  -3.54  5.32  1.53
C  -4.35  4.71  2.47
C  -4.27  3.34  2.67
C  -3.38  2.58  1.93
C  0.47  3.07  0.03
C  0.62  3.82  1.21
C  1.70  4.66  1.40
C  2.65  4.79  0.39
C  2.51  4.10  -0.80
C  1.42  3.25  -0.99
C  -2.03  1.98  -1.94
C  -1.47  2.56  -3.07
C  -2.08  2.40  -4.31
C  -3.25  1.67  -4.42
C  -3.83  1.11  -3.29
C  -3.22  1.27  -2.05
H  -2.17  0.09  1.13
H  -2.01  5.05  0.06
H  -3.60  6.39  1.36
H  -5.05  5.31  3.05
H  -4.92  2.86  3.40
H  -3.34  1.51  2.11
H  -0.12  3.73  1.99
H  1.81  5.21  2.32
H  3.51  5.43  0.54
H  3.24  4.20  -1.59
H  1.34  2.73  -1.93
H  -0.55  3.13  -3.01
H  -1.63  2.84  -5.19
H  -3.73  1.56  -5.38
H  -4.76  0.57  -3.37
H  -3.69  0.84  -1.17

**ΔE to the lowest compared entry with this formula, charge and spin**: 40.7 kcal per mole
**Net charge**: +1
**Gap between HOMO and LUMO**: 7.0 eV
**E**: -7924.8041 Eh